Here is C49H43CdI2N7O3SSi as an isolated structure from the OMol25 dataset. Energies are from ωB97M-V/def2-TZVPD.

Properties
E_LUMO: 3.60 eV
energy relative to the best compared isomer or geometry (same formula, charge and spin): 3.061 eV
multiplicity: 1
net charge: -2

```
107
Properties=species:S:1:pos:R:3:forces:R:3:mulliken_charge:R:1
Cd 0.124859 0.940830 0.030137 0.2 0.8 -0.4 0.917
O 0.071032 2.871721 -1.438858 -0.2 -0.3 -0.2 0.794
C 0.349742 3.137823 -2.659671 0.1 -0.1 0.0 -0.695
C 0.597665 4.493059 -3.053950 -0.2 -0.1 -0.1 -0.804
C 1.030900 4.832750 -4.315966 0.0 -0.2 0.0 -0.651
C 1.244597 3.852406 -5.295240 0.0 0.1 0.0 -0.986
C 0.982289 2.535763 -4.963647 -0.1 0.0 0.1 -0.643
C 0.503428 2.158512 -3.705603 0.0 0.2 0.2 0.245
C 0.183168 0.746758 -3.514751 0.1 0.1 0.0 0.152
N -0.793947 0.352210 -2.802817 -0.3 0.1 0.1 -0.436
N -1.024086 -1.041125 -2.722179 0.0 -0.1 0.2 0.057
C -1.430795 -1.681490 -0.102639 -0.1 0.1 0.0 -0.743
O -2.037999 -0.676768 0.276095 0.3 -0.6 -0.1 -0.638
C -2.265704 -2.956857 -0.193784 -0.2 -0.1 0.2 0.952
C -2.001970 -4.031236 -1.045855 0.0 0.1 0.0 0.212
C -2.721311 -5.217715 -0.941908 0.0 0.1 -0.1 -1.015
C -3.699671 -5.370377 0.031282 0.0 0.1 0.0 -0.455
C -3.970008 -4.310934 0.890990 0.0 0.1 0.0 -0.658
C -3.269319 -3.118316 0.765609 -0.1 0.0 0.0 -0.618
H 0.449404 5.250636 -2.291228 0.0 0.0 -0.1 0.608
H 1.230150 5.873871 -4.546641 0.0 0.1 0.0 0.426
H 1.598043 4.118977 -6.284304 0.0 0.0 0.0 0.332
H 1.112050 1.757364 -5.714371 0.0 0.0 0.1 0.362
H 0.789058 0.028758 -4.072574 0.1 -0.1 0.0 0.237
H -1.225706 -3.944722 -1.795530 0.1 0.0 0.0 0.268
H -2.499392 -6.033027 -1.623580 0.0 0.0 0.0 0.409
H -4.238151 -6.308291 0.126655 0.0 0.1 0.0 0.366
H -4.728036 -4.413634 1.662965 0.0 0.0 -0.1 0.381
H -3.483565 -2.279505 1.422243 0.1 -0.1 0.0 0.353
I 1.849024 8.350683 -0.678582 0.0 -0.2 0.0 -0.052
C 1.959401 6.289181 -0.242231 0.1 0.2 0.0 -0.335
C 2.734714 5.454406 -1.034147 0.0 -0.1 0.4 -0.432
C 2.817564 4.114718 -0.696220 0.2 -0.3 0.2 -0.612
I 3.968352 2.872330 -1.923596 -0.1 0.0 0.1 0.006
C 2.133016 3.515783 0.408716 0.3 0.0 0.1 0.061
O 2.223807 2.277030 0.750114 -0.2 0.4 -0.3 -0.660
C 1.304258 4.427924 1.134239 -0.5 -0.1 -0.2 0.531
C 0.319401 3.792871 2.082021 -0.1 0.0 -0.1 -1.105
N -0.763732 3.106705 1.344304 0.3 -0.1 -0.2 0.057
C -1.723424 3.997024 0.719330 0.2 -0.2 -0.1 -1.170
C -2.639401 3.315509 -0.271206 0.0 -0.4 0.1 0.588
C -3.323378 4.085123 -1.206804 0.0 0.1 -0.2 -0.904
C -4.109089 3.451797 -2.148936 0.0 0.0 0.0 -0.396
C -4.232919 2.070472 -2.099077 -0.1 0.0 0.0 -0.797
C -3.570884 1.388247 -1.094675 0.3 0.2 0.2 -0.276
N -2.782103 1.992788 -0.196580 -0.1 0.3 -0.2 0.090
C 1.235254 5.774946 0.825551 0.0 -0.2 0.0 -0.187
H 3.251115 5.830644 -1.905824 0.0 0.0 0.0 0.377
H -0.076777 4.547486 2.777775 -0.1 0.1 0.0 0.473
H 0.837936 3.040407 2.671704 -0.2 0.0 0.0 0.040
H -1.225878 2.427110 1.928626 0.0 -0.1 0.3 0.339
H -1.183680 4.773649 0.183616 0.1 0.1 -0.1 0.224
H -2.355105 4.501735 1.464571 -0.1 0.1 0.2 0.532
H -3.201682 5.161947 -1.215345 0.1 0.0 0.0 0.395
H -4.600770 4.025864 -2.925046 0.0 0.0 0.0 0.374
H -4.822930 1.532353 -2.830770 0.0 0.0 0.0 0.375
H -3.642689 0.310914 -1.000013 0.1 0.0 0.0 0.484
H 0.577695 6.416511 1.403038 0.0 0.0 0.0 0.356
C 1.019622 -3.583315 -4.485951 0.0 -0.1 0.0 -0.803
C 1.943720 -3.891392 -3.497950 -0.1 0.0 0.0 -0.985
C 1.867196 -3.266952 -2.255595 -0.1 0.1 0.0 -0.644
C 0.880354 -2.323610 -1.939938 -0.1 0.1 -0.1 1.004
C -0.001930 -1.984365 -2.992643 0.2 -0.2 0.2 -1.455
C 0.057664 -2.615207 -4.234419 0.0 0.0 0.1 0.424
Si 0.690268 -1.606108 -0.110072 0.0 -0.2 -0.2 2.524
C 2.674075 -1.501601 0.201105 0.1 -0.1 -0.1 0.373
C 3.526035 -0.987891 -0.783989 0.0 0.1 0.1 -0.307
C 4.899222 -0.867647 -0.598661 -0.1 0.0 0.0 -0.684
C 5.478335 -1.246615 0.606338 0.0 0.0 0.0 -0.629
C 4.664899 -1.743518 1.615370 -0.1 0.1 0.0 -0.474
C 3.293597 -1.871724 1.404568 0.0 0.0 0.0 -1.075
C 0.556770 -3.096580 1.158172 -0.1 0.1 0.3 -0.087
C 1.281242 -4.289173 1.032362 -0.1 0.0 -0.1 0.107
C 1.224075 -5.297624 1.986669 0.0 0.0 0.0 -0.873
C 0.439504 -5.137547 3.124936 0.0 0.1 -0.1 -0.991
C -0.295127 -3.969077 3.276521 0.1 0.0 -0.1 -0.851
C -0.243582 -2.973712 2.302448 0.1 -0.1 0.0 0.997
H 1.053072 -4.082670 -5.448304 0.0 0.0 0.0 0.345
H 2.717183 -4.628880 -3.687129 0.0 0.0 0.0 0.399
H 2.609428 -3.513261 -1.503186 0.0 0.0 -0.1 0.214
H -1.905642 -1.242319 -3.165070 -0.1 0.0 0.0 0.428
H -0.657489 -2.342473 -5.005739 0.0 0.0 0.0 0.411
H 3.095295 -0.669305 -1.731251 0.1 0.0 0.0 0.532
H 5.518619 -0.457798 -1.389008 0.0 0.0 0.0 0.416
H 6.547846 -1.146497 0.755116 0.0 0.0 0.0 0.320
H 5.101910 -2.038598 2.564312 0.0 0.0 0.0 0.341
H 2.688165 -2.301841 2.200676 0.1 0.0 0.0 0.644
H 1.924147 -4.430647 0.166836 -0.1 0.0 0.2 -0.009
H 1.810386 -6.203302 1.854868 -0.1 0.0 0.0 0.400
H 0.404721 -5.911877 3.883161 0.0 0.0 0.0 0.327
H -0.895265 -3.829367 4.169376 0.0 0.0 -0.1 0.085
H -0.842197 -2.070737 2.435094 0.1 -0.1 0.0 0.556
C -3.054111 -1.900251 5.233367 0.1 0.1 0.1 -0.679
C -2.257225 -0.802854 5.954879 0.0 -0.2 -0.3 -0.520
C -1.209722 -0.209457 5.057958 0.4 0.1 -0.2 0.456
N -1.466246 0.646565 4.132544 0.3 -0.1 -0.1 -1.020
N -0.378404 0.989747 3.361900 0.1 -0.2 0.3 0.411
C 0.733710 0.408559 3.733160 -0.4 0.1 0.3 0.153
N 1.965165 0.689492 3.242476 -0.2 0.2 -0.2 -0.211
S 0.481380 -0.665853 5.107593 -0.1 0.1 -0.2 -0.265
H -3.839489 -2.307335 5.877747 0.1 0.0 0.0 0.419
H -2.399970 -2.718605 4.927175 -0.1 0.1 0.0 0.001
H -3.511130 -1.482445 4.335145 0.0 -0.1 0.0 0.240
H -1.784902 -1.199666 6.854827 0.0 0.0 0.0 0.322
H -2.932899 -0.001136 6.249650 0.0 0.1 0.1 0.291
H 2.033544 1.298139 2.407718 -0.1 -0.2 0.0 0.037
H 2.660313 -0.035284 3.269398 0.0 -0.2 -0.1 0.284
```
Positions in Å, forces in eV/Å.

Here is C31H40AsF6N5W as an isolated structure at a distorted geometry from the OMol25 dataset. Energies are from ωB97M-V/def2-TZVPD.

Properties
E_LUMO (spin up / spin down): -9.07 / -11.34 eV
energy relative to the best compared isomer or geometry (same formula, charge and spin): 0.939 eV
multiplicity: 4
net charge: +3

```
84
Properties=species:S:1:pos:R:3:forces:R:3:lowdin_spin:R:1
W 0.209678 0.007930 0.060886 0.9 -0.6 0.2 1.604
C 0.856642 3.887118 -1.133679 0.0 0.0 0.0 0.004
C -0.275476 2.905263 -1.106334 0.0 0.1 0.2 0.033
C -0.118199 1.618803 -1.686306 -0.5 0.1 -0.3 0.002
C -1.251620 0.776145 -1.850630 -0.2 0.0 -0.8 -0.011
C -1.256770 -0.266530 -2.948172 0.0 0.0 0.0 0.002
C -2.469064 1.175699 -1.297204 -0.1 0.0 0.1 0.060
C -2.606216 2.387673 -0.629547 -0.1 -0.1 0.0 0.025
C -3.928921 2.801580 -0.061725 0.0 0.0 0.0 0.003
C -1.497799 3.245535 -0.562517 0.1 0.1 0.0 0.024
H 0.662543 4.644722 -1.896725 0.0 0.0 0.0 0.002
H 1.809084 3.416953 -1.383927 0.0 0.0 0.0 0.001
H 0.952255 4.417047 -0.184168 0.0 0.0 0.0 0.000
H 0.653079 1.507781 -2.443032 0.2 -0.1 0.2 0.005
H -1.520492 0.246814 -3.876098 0.0 0.0 0.0 -0.001
H -2.007706 -1.035627 -2.778681 0.0 0.0 0.0 0.000
H -0.290224 -0.743223 -3.094509 0.0 0.0 0.0 -0.001
H -3.345230 0.561447 -1.462843 0.0 -0.1 0.1 0.003
H -3.805647 3.432958 0.817293 0.0 0.0 0.0 0.000
H -4.536716 1.937353 0.198186 0.0 0.0 0.0 0.000
H -4.483338 3.386526 -0.800092 0.0 0.0 0.0 0.001
H -1.621279 4.225883 -0.113200 0.0 0.0 0.0 0.001
N 2.293146 0.218819 -0.873264 -0.1 -0.1 0.0 0.020
C 3.188217 -0.780893 -1.488048 0.1 0.2 0.1 0.008
C 4.363996 -0.268700 -2.022978 0.0 0.0 0.0 -0.001
C 5.279789 -1.101984 -2.633786 0.0 0.0 0.0 0.007
C 4.992839 -2.457568 -2.720181 0.0 0.0 0.0 -0.001
C 3.813122 -2.949699 -2.194959 0.1 -0.1 0.0 0.006
C 2.883290 -2.130277 -1.540161 -0.2 -0.1 0.1 0.001
C 1.587972 -2.695674 -1.068878 0.1 0.0 -0.1 0.037
C 1.417494 -4.082648 -1.034448 0.0 -0.1 0.0 -0.005
C 0.170699 -4.672939 -0.881335 0.1 0.0 0.0 0.051
C -0.959714 -3.876525 -0.771723 0.1 -0.1 -0.1 -0.008
C -0.788290 -2.506838 -0.691406 -0.3 0.1 0.0 0.038
C 0.475513 -1.892177 -0.763094 -0.1 0.4 0.1 -0.028
H 2.162468 0.923314 -1.594881 0.0 0.0 0.0 0.007
H 2.872530 0.689729 -0.191790 0.0 0.0 0.0 0.003
H 4.561375 0.798165 -1.971761 0.0 0.0 0.0 0.000
H 6.191486 -0.697397 -3.051630 0.0 0.0 0.0 0.000
H 5.678325 -3.129834 -3.217351 0.0 0.0 0.0 0.000
H 3.598032 -3.997420 -2.340198 0.0 0.0 0.0 0.000
H 2.274346 -4.728169 -1.161585 0.0 0.0 0.0 -0.001
H 0.079631 -5.751252 -0.890041 0.0 0.0 0.0 0.003
H -1.947419 -4.312684 -0.725432 0.0 0.0 0.0 -0.001
H -1.679252 -1.902097 -0.556404 0.0 0.1 0.0 0.001
C 3.690029 1.873931 1.390176 0.0 0.1 0.0 0.002
C 2.263605 2.158405 1.731777 0.0 -0.1 -0.1 0.017
N 1.136841 1.586394 1.286349 -0.4 0.0 0.1 0.006
C 0.081261 2.230796 1.951836 0.1 0.0 0.0 0.005
C 0.577735 3.177885 2.771158 0.2 0.0 0.0 0.003
N 1.945007 3.111926 2.615478 -0.1 0.1 0.1 0.010
H 3.906417 0.805539 1.361680 0.0 0.0 0.0 0.000
H 4.343589 2.304975 2.147060 0.0 0.0 0.0 0.000
H 3.973734 2.328304 0.437927 0.0 0.0 0.0 0.001
H -0.948477 1.955268 1.806607 0.0 0.0 0.0 0.000
H 0.094973 3.873933 3.435777 0.0 0.0 0.0 0.000
H 2.616301 3.707851 3.080480 0.0 0.0 0.0 0.000
C -0.218912 -2.431710 2.407027 0.0 0.0 0.0 0.073
C 0.076461 -3.328743 3.704796 0.0 0.0 0.1 0.066
N 1.165556 -2.663875 4.347990 0.0 0.1 -0.2 0.496
C 2.391710 -2.720859 3.606177 0.0 0.0 0.1 0.059
C 2.103019 -1.871990 2.278345 0.0 0.0 0.0 0.066
N 0.745429 -1.330727 2.315517 0.1 -0.1 0.0 0.049
C 0.591338 -0.485959 3.499772 0.0 0.0 0.0 0.062
C 0.832450 -1.353614 4.824213 0.0 -0.1 0.1 0.058
H -1.221099 -2.022619 2.472827 0.0 0.0 0.0 0.004
H -0.140747 -3.068513 1.533181 0.0 0.0 0.0 0.005
H 0.360870 -4.338284 3.418988 0.0 0.0 0.0 0.005
H -0.797155 -3.359693 4.351796 0.0 0.1 0.0 0.007
H 2.633655 -3.751125 3.356592 0.0 0.0 0.0 0.006
H 3.204623 -2.285254 4.182319 0.0 0.1 0.0 0.006
H 2.212742 -2.514193 1.407947 0.0 0.0 0.0 0.004
H 2.819200 -1.054144 2.221645 0.0 0.0 0.0 0.005
H -0.415666 -0.076942 3.519558 0.0 0.0 0.0 0.004
H 1.317652 0.321103 3.477771 0.0 0.0 0.0 0.003
H -0.068547 -1.391637 5.431473 0.0 0.0 0.0 0.005
H 1.650635 -0.943612 5.411568 0.0 0.0 0.0 0.006
F -1.430846 -0.145985 1.027581 0.1 0.2 0.0 0.073
As -4.269805 -2.331078 1.020634 -0.4 -0.2 0.3 0.000
F -3.818898 -1.226231 2.237128 0.0 0.1 0.2 0.000
F -3.101946 -3.371943 1.684588 0.3 -0.1 0.1 0.000
F -5.738003 -2.790726 1.636388 0.1 0.1 -0.1 0.000
F -4.206389 -3.296263 -0.371101 0.0 -0.1 -0.1 0.000
F -4.450109 -0.997632 -0.002391 0.0 0.2 -0.2 0.000
```
Positions in Å, forces in eV/Å.

Q: Number 2 is which compound?
A: C31H40AsF6N5W